Record 1
Here is C21H27Cl2CrNSeSi2 as an isolated structure in a non-equilibrium geometry from the Open Molecules 2025 dataset. Energies are from ωB97M-V with the def2-TZVPD basis set.

Positions of all 55 atoms, in Å:
Cr 0.0575 0.0500 1.3984
C -1.2975 -1.1228 3.3861
C -0.9978 -0.7069 4.6672
C -1.3500 0.6666 4.7927
C -1.8635 1.0947 3.5909
C -1.8072 0.0103 2.6476
H -1.2825 -2.1407 3.0193
H -0.5775 -1.3139 5.4578
H -1.1812 1.2710 5.6731
H -2.2258 2.0892 3.3678
H -2.5809 -0.1038 1.8913
C -2.2198 2.8187 0.4217
Si -0.7935 1.6678 -0.1754
C 0.3400 2.9345 -1.0793
C -1.5887 0.7039 -1.6449
C -2.1972 1.3834 -2.7025
C -2.8237 0.7064 -3.7388
C -2.8069 -0.6827 -3.7537
C -2.1671 -1.3676 -2.7306
C -1.5746 -0.7016 -1.6561
Si -0.7640 -1.6521 -0.1792
C 0.4281 -2.8448 -1.1067
C -2.1670 -2.8924 0.3051
H -2.6138 3.4214 -0.4015
H -1.8636 3.4971 1.2017
H -3.0465 2.2373 0.8376
H -0.2443 3.6604 -1.6519
H 0.9972 2.4072 -1.7719
H 0.9612 3.4872 -0.3698
H -2.1847 2.4705 -2.7217
H -3.3194 1.2538 -4.5341
H -3.2890 -1.2238 -4.5616
H -2.1314 -2.4532 -2.7750
H -0.1025 -3.4666 -1.8346
H 0.9428 -3.5140 -0.4111
H 1.1927 -2.2733 -1.6384
H -2.4984 -3.4835 -0.5529
H -3.0385 -2.3652 0.7039
H -1.8242 -3.5879 1.0773
Se 2.5903 -0.2276 0.5143
C 3.3979 -0.2464 -1.1983
C 4.1358 -1.3563 -1.6221
C 4.8275 -1.2992 -2.8175
N 4.8441 -0.2396 -3.6286
C 4.1318 0.8135 -3.2235
C 3.4067 0.8632 -2.0470
H 4.1684 -2.2444 -1.0051
H 5.4165 -2.1490 -3.1537
H 4.1610 1.6766 -3.8837
H 2.8672 1.7583 -1.7726
Cl 1.2563 1.3737 3.0251
C 2.2133 0.3569 4.0616
Cl 3.4472 1.3646 6.0807
H 3.0382 -0.1081 3.5398
H 1.6012 -0.2710 4.6829

The net charge is -2. The value obtained for the HOMO-LUMO gap (spin up / spin down) is 5.69 / 6.90 eV. Its LUMO energy (spin up / spin down) is 4.575 / 4.610 eV. The maximum force comes out at 1.330 eV Å⁻¹. For the energy above the lowest of the compared OMol25 structures with the same formula, charge and spin, the calculation gives 128.09 kJ/mol. The multiplicity is 5. For the HOMO energy (spin up / spin down), the calculation gives -1.117 / -2.292 eV. Its total energy is -5816.4170 Eh.

=====

Record 2
Here is C21H27Cl5PRuSbSe4 as an isolated structure in a non-equilibrium geometry from the Open Molecules 2025 dataset. Energies are from ωB97M-V with the def2-TZVPD basis set.

Positions of all 60 atoms, in Å:
Ru 0.8880 0.7957 -1.0935
C -0.9505 -2.1571 2.0262
C 0.0104 -1.0219 2.1893
C 1.3901 -1.2716 2.2719
C 1.8788 -2.6234 2.7405
C 2.3001 -0.2768 1.9276
C 3.7798 -0.5616 1.8966
C 1.8678 1.0133 1.5887
C 2.9001 2.0800 1.3135
C 0.5213 1.3442 1.8514
C 0.1424 2.7938 2.0240
C -0.4007 0.3281 2.1469
C -1.8078 0.6912 2.5628
H -0.6071 -3.1711 2.2038
H -0.9112 -2.2199 0.9008
H -2.0171 -1.9950 2.1404
H 2.2889 -3.2358 1.9305
H 1.0781 -3.1884 3.2092
H 2.6687 -2.5024 3.4824
H 4.3121 0.0154 2.6590
H 4.1966 -0.2800 0.9276
H 4.0040 -1.6134 2.0514
H 2.4501 3.0045 0.9622
H 3.6125 1.7556 0.5545
H 3.4688 2.2986 2.2242
H 0.6971 3.2162 2.8672
H -0.9179 2.9215 2.2202
H 0.3805 3.3906 1.1421
H -1.7795 1.2342 3.5112
H -2.4288 -0.1868 2.7126
H -2.3075 1.3328 1.8369
Se 1.4219 -0.4985 -6.0588
Sb 1.8473 0.9403 -4.1567
Se 2.7299 -0.6806 -1.8869
Se 0.6304 3.1586 -1.7024
Se 3.9186 2.1387 -4.2406
Cl -2.1285 4.3155 -1.1649
C -2.0393 2.5426 -0.8533
C -0.7883 2.0748 -1.1284
C -2.4741 -0.8580 -0.7146
Cl -0.6728 -1.4757 -0.7497
C -3.7123 -0.4817 -0.7514
Cl -4.9536 -1.6923 -1.1809
C -4.1302 0.8920 -0.4344
Cl -5.8152 0.9316 0.0452
C -3.4026 2.0504 -0.4136
Cl -4.3145 3.3538 0.3533
C -0.0989 -2.4156 -3.5959
P -0.3782 -0.7870 -2.8403
C 1.1009 -1.6445 -0.6068
C -1.7541 -0.1373 -3.8488
H -0.6383 -3.1750 -3.0124
H 0.9538 -2.6815 -3.5533
H -0.4846 -2.3947 -4.6092
H -0.9673 -2.8213 -1.2115
H -0.3763 -0.1599 -0.2353
H 1.8224 -2.3492 -0.2129
H -2.6157 -0.8095 -3.8616
H -1.3359 -0.0948 -4.8590
H -2.0525 0.8481 -3.4972

The net charge is -1. The value obtained for the HOMO-LUMO gap (spin up / spin down) is 5.50 / 5.06 eV. Its LUMO energy (spin up / spin down) is 1.316 / 0.372 eV. The maximum force comes out at 4.093 eV Å⁻¹. For the energy above the lowest of the compared OMol25 structures with the same formula, charge and spin, the calculation gives 675.68 kJ/mol. The multiplicity is 6. For the HOMO energy (spin up / spin down), the calculation gives -4.188 / -4.685 eV. Its total energy is -13398.9710 Eh.

=====

Record 3
Here is C21H27ClF5NORhS2 as an isolated structure from the Open Molecules 2025 dataset. Energies are from ωB97M-V with the def2-TZVPD basis set.

Positions of all 59 atoms, in Å:
Rh 0.0420 -0.1058 -0.9469
F 6.2801 3.1863 -0.4101
C 5.0668 2.8638 -0.8073
C 4.6297 1.5471 -0.6925
F 5.4450 0.6246 -0.1960
C 3.3593 1.2114 -1.1053
F 2.9915 -0.0648 -1.0303
C 2.4748 2.1648 -1.6374
S 0.8896 1.8077 -2.1561
C 2.9608 3.4851 -1.7583
F 2.1730 4.4258 -2.2539
C 4.2297 3.8382 -1.3442
F 4.6563 5.0858 -1.4448
C -3.5628 -2.4246 -2.6553
C -3.8554 -0.9513 -2.8903
C -4.0047 -0.1301 -1.6175
S -2.4818 0.0038 -0.6642
O -2.3448 -1.2187 0.1856
C -2.8755 1.3727 0.4428
C -2.3410 2.7107 -0.0465
C -2.9710 3.2129 -1.3368
H -3.5360 -2.9522 -3.6070
H -4.3352 -2.8803 -2.0359
H -2.6033 -2.5733 -2.1648
H -4.7920 -0.8411 -3.4423
H -3.0795 -0.5012 -3.5158
H -4.6913 -0.5865 -0.8984
H -4.3297 0.8875 -1.8291
H -2.3890 1.0647 1.3707
H -3.9562 1.3752 0.6020
H -1.2540 2.6340 -0.1695
H -2.5011 3.4320 0.7569
H -2.7355 2.5654 -2.1839
H -2.6010 4.2066 -1.5841
H -4.0572 3.2758 -1.2514
C 2.2393 -2.9636 0.4812
N 1.0998 -3.4749 1.2954
C 1.5798 -3.9941 2.6022
C -0.0378 -2.4689 1.4395
C 0.4182 -1.1357 1.9548
C 0.5411 -0.9272 3.3255
C 0.9387 0.3054 3.8237
C 1.2074 1.3416 2.9453
C 1.0660 1.1424 1.5754
C 0.6590 -0.0875 1.0553
H 2.9431 -3.7806 0.3431
H 2.7018 -2.1476 1.0286
H 1.8531 -2.6179 -0.4755
H 0.6946 -4.2578 0.7797
H 2.0064 -3.1645 3.1595
H 2.3379 -4.7506 2.4186
H 0.7404 -4.4219 3.1447
H -0.7547 -2.9452 2.1084
H -0.4819 -2.3842 0.4470
H 0.2982 -1.7233 4.0185
H 1.0229 0.4558 4.8904
H 1.5138 2.3072 3.3241
H 1.2684 1.9763 0.9107
Cl 0.2439 -2.0349 -2.2779

The net charge is +1. The value obtained for the HOMO-LUMO gap (spin up / spin down) is 8.44 / 5.58 eV. Its LUMO energy (spin up / spin down) is -2.154 / -5.953 eV. The maximum force comes out at 0.705 eV Å⁻¹. For the energy above the lowest of the compared OMol25 structures with the same formula, charge and spin, the calculation gives 42.71 kJ/mol. The multiplicity is 5. For the HOMO energy (spin up / spin down), the calculation gives -10.591 / -11.538 eV. Its total energy is -2812.5028 Eh.